{
  "formula": "C14H51O14",
  "method": "the ωB97M-V functional and the def2-TZVPD basis",
  "symbols": ["C", "C", "O", "O", "H", "H", "H", "C", "O", "H", "H", "H", "H", "C", "O", "H", "H", "H", "H", "C", "O", "H", "H", "H", "H", "C", "O", "H", "H", "H", "H", "C", "O", "H", "H", "H", "H", "C", "O", "H", "H", "H", "H", "C", "O", "H", "H", "H", "H", "C", "O", "H", "H", "H", "H", "C", "O", "H", "H", "H", "H", "C", "O", "H", "H", "H", "H", "C", "O", "H", "H", "H", "H", "C", "O", "H", "H", "H", "H"],
  "coordinates": [[-15.380583, -6.574369, -14.208298], [-16.655691, -5.989863, -14.961090], [-17.358077, -6.904115, -15.410879], [-16.830089, -4.765713, -15.198294], [-15.630294, -7.143481, -13.312836], [-14.773452, -5.759442, -13.814112], [-14.787300, -7.172084, -14.900287], [-13.650814, -5.479392, -11.503565], [-12.860096, -4.332700, -11.727720], [-14.371705, -5.240908, -10.721552], [-14.103195, -5.793750, -12.444108], [-12.998481, -6.221305, -11.042993], [-12.567949, -4.404815, -12.639334], [-18.473187, -7.467994, -13.108523], [-18.278443, -8.204815, -14.339122], [-19.146900, -6.619967, -13.231167], [-18.864933, -8.140795, -12.345648], [-17.529998, -7.137966, -12.673110], [-17.603262, -7.733074, -14.832262], [-15.479836, -3.203647, -13.796890], [-15.374249, -3.382259, -15.153180], [-14.697337, -2.542958, -13.423685], [-16.384638, -2.746871, -13.395895], [-15.294287, -4.189195, -13.369843], [-15.971197, -4.102589, -15.368572], [-15.556140, -7.486732, -11.301593], [-16.953338, -7.534594, -11.171890], [-15.267155, -7.940401, -12.249636], [-15.166006, -6.476972, -11.174070], [-14.992203, -8.063447, -10.568467], [-17.126137, -8.459128, -10.979571], [-19.518769, -5.877142, -16.133400], [-18.265186, -5.394866, -16.448666], [-19.593157, -5.810621, -15.047975], [-20.239070, -5.288937, -16.701974], [-19.654647, -6.935368, -16.356522], [-17.648293, -5.847642, -15.868974], [-12.856672, -4.393068, -14.671795], [-12.264802, -4.760845, -13.498349], [-13.934147, -4.281593, -14.550452], [-12.322212, -3.523047, -15.053250], [-12.764955, -5.106085, -15.491132], [-11.316471, -4.626208, -13.562705], [-16.902925, -5.126789, -12.123579], [-17.053948, -5.439856, -10.808265], [-15.902844, -5.495333, -12.351874], [-17.669742, -5.518221, -12.792055], [-16.917937, -4.041223, -12.220658], [-16.921433, -6.390295, -10.781782], [-15.744821, -9.079181, -15.833944], [-16.162518, -8.034529, -16.711334], [-15.327538, -8.744587, -14.884200], [-16.671206, -9.607230, -15.607895], [-15.065138, -9.810481, -16.271343], [-16.521957, -7.421814, -16.065590], [-16.498283, -3.543675, -17.230264], [-17.722033, -3.877854, -17.918104], [-16.609504, -2.808366, -16.433378], [-16.038949, -4.443017, -16.820034], [-15.782174, -3.053561, -17.889876], [-18.216191, -4.414843, -17.294352], [-18.499468, -3.410524, -14.797857], [-18.482019, -4.600919, -14.046162], [-17.600802, -2.908337, -14.439670], [-18.429251, -3.643716, -15.860304], [-19.370620, -2.793944, -14.576436], [-17.675438, -5.066313, -14.279461], [-14.497876, -5.986426, -16.676774], [-13.330761, -6.010484, -17.441504], [-15.323557, -5.456701, -17.151892], [-14.777068, -7.002787, -16.399003], [-14.311231, -5.591477, -15.678133], [-13.712795, -6.186777, -18.304387], [-12.557282, -7.512088, -13.690596], [-13.526205, -8.350144, -13.112218], [-12.967765, -6.597806, -14.119197], [-11.890547, -7.111688, -12.926895], [-11.958643, -7.935215, -14.497257], [-13.719592, -8.996000, -13.795645]],
  "atomic_forces_ev_per_a": [[-1.134, 1.292, 0.110], [9.002, -0.766, 3.706], [2.138, 6.370, -0.664], [2.467, -7.698, 1.222], [-0.551, 0.337, -1.457], [-0.335, -0.349, -0.769], [-0.608, 0.473, 0.948], [1.917, 2.220, 0.925], [-3.442, 1.655, 9.835], [-0.324, 0.301, -0.229], [0.359, -0.237, 0.807], [-0.143, -0.872, -0.233], [-1.573, 2.436, 3.601], [-0.138, -1.375, -1.535], [-4.770, -5.129, 5.756], [-0.238, -0.114, -0.032], [-0.407, -0.128, -0.110], [-1.288, -0.359, -1.611], [-0.697, -3.744, 2.451], [1.467, 0.286, 0.771], [5.251, 6.045, 0.772], [0.398, 0.017, -0.075], [-0.122, -0.226, -0.271], [-0.304, 0.860, 0.812], [1.745, 1.175, 0.141], [2.261, -1.550, 0.075], [1.587, -5.673, 1.577], [0.069, 0.055, 0.884], [-1.062, -1.091, -0.159], [-0.385, -0.328, 0.508], [-0.670, -0.153, 0.031], [-0.980, -0.871, -0.085], [-5.380, -1.207, -3.549], [-1.073, 0.231, -0.321], [-0.326, -0.004, 0.309], [0.004, -0.194, -0.476], [-4.577, 1.609, -4.819], [-0.101, 0.850, -2.935], [6.305, -4.402, -11.075], [1.071, 0.691, 0.047], [-0.748, 0.607, -0.044], [0.781, -0.249, 0.434], [0.310, -0.209, 0.054], [0.652, 1.314, 0.145], [-0.976, 3.309, 2.533], [-0.533, 0.623, -0.711], [0.858, 0.329, 1.458], [-0.145, -0.405, 0.169], [-1.376, 1.777, 1.747], [-1.292, -1.098, -0.753], [2.682, -4.115, -2.206], [-0.084, -0.164, -0.190], [0.187, -0.524, 0.503], [0.182, 0.265, -0.441], [0.709, -1.050, -2.021], [-1.456, 0.803, -2.095], [2.447, 3.527, -2.737], [-0.639, -0.185, -0.625], [-0.663, 1.542, -1.248], [0.008, -0.252, -0.588], [0.000, -0.515, -0.040], [-0.075, 0.733, 0.632], [-5.479, 1.461, 2.344], [-0.735, 0.925, -0.810], [-0.500, 1.059, 0.745], [-0.183, -0.286, 0.245], [-2.904, 2.043, 1.949], [0.203, -0.928, 1.590], [0.433, 0.426, -0.961], [0.689, -0.938, -0.271], [0.461, 0.679, -1.466], [-0.027, 0.629, -1.516], [0.696, -0.063, -0.458], [0.869, 1.288, -0.206], [0.783, -0.668, -0.478], [-0.304, -0.722, 0.015], [0.040, -0.499, 0.167], [-0.010, -0.609, 0.112], [-0.274, -0.295, 0.139]],
  "spin_multiplicity": 1,
  "total_charge": -1,
  "homo_lumo_gap_ev": 7.64,
  "de_lowest_kj_mol": 2927.92,
  "total_energy_ev": -43978.64649
}